No. 1
The molecule C18H16ClN3O3 in a non-equilibrium geometry. Source: OMol25; level of theory: wB97M-V/def2-TZVPD.

Geometry as ORCA input:
```
! wB97M-V def2-TZVPD RIJCOSX def2/J DEFGRID3
* xyz 0 1
C 2.713 3.856 -1.284
O 2.424 2.523 -0.940
C 1.125 2.102 -1.264
C 0.017 2.772 -0.433
N -1.217 2.030 -0.534
C -1.784 1.419 0.534
O -1.459 1.614 1.682
C -2.963 0.558 0.161
C -4.241 1.093 0.208
C -5.344 0.308 -0.086
C -5.180 -1.027 -0.423
C -3.914 -1.578 -0.465
C -2.800 -0.790 -0.176
C -1.477 -1.372 -0.210
N -0.343 -0.754 -0.047
C 0.580 -1.749 -0.157
C 2.015 -1.540 -0.059
C 2.865 -2.337 -0.824
C 4.231 -2.145 -0.786
C 4.765 -1.151 0.021
C 3.938 -0.368 0.804
C 2.564 -0.562 0.774
Cl 1.562 0.378 1.811
N 0.033 -2.915 -0.397
O -1.304 -2.685 -0.430
H 2.169 4.569 -0.656
H 3.782 3.985 -1.125
H 2.476 4.054 -2.337
H 1.110 1.029 -1.059
H 0.929 2.265 -2.338
H -0.150 3.803 -0.765
H 0.302 2.775 0.622
H -1.498 1.740 -1.458
H -4.367 2.129 0.484
H -6.334 0.737 -0.047
H -6.040 -1.639 -0.647
H -3.771 -2.618 -0.718
H 2.427 -3.101 -1.448
H 4.879 -2.765 -1.386
H 5.832 -0.991 0.046
H 4.345 0.397 1.444
*
```

HOMO energy: -8.99 eV
SMILES: COCCNC(=O)c1ccccc1-c1nc(-c2ccccc2Cl)no1
Energy: -42060.204 eV
Energy above the lowest of the compared OMol25 structures with the same formula, charge and spin: 217.9 kJ/mol
LUMO energy: 0.03 eV

No. 2
A structure of composition C27H39Br60ClN2O2PS in a non-equilibrium geometry. Source: OMol25; level of theory: wB97M-V/def2-TZVPD.

Geometry as ORCA input:
```
! wB97M-V def2-TZVPD RIJCOSX def2/J DEFGRID3
* xyz 1 1
N 6.282 -3.887 2.371
C 5.176 -3.509 1.452
C 4.567 -2.185 1.883
C 3.376 -1.738 0.983
P 2.540 -0.425 1.864
N 3.559 0.924 1.837
C 0.942 0.020 1.186
C -0.118 -1.045 1.569
C -1.413 -0.475 2.168
C -2.089 -1.557 3.040
S -3.631 -2.167 2.394
O -3.913 -1.601 1.106
O -3.585 -3.607 2.483
Cl -5.045 -1.570 3.712
H 6.040 -4.702 2.921
H 6.519 -3.128 3.001
H 4.446 -4.323 1.486
H 5.625 -3.440 0.456
H 4.185 -2.283 2.908
H 5.319 -1.389 1.853
H 3.741 -1.377 0.012
H 2.689 -2.573 0.804
H 2.359 -0.894 3.185
H 3.525 1.417 2.728
H 3.204 1.582 1.141
H 0.656 0.969 1.662
H 0.989 0.237 0.112
H 0.345 -1.703 2.320
H -0.352 -1.676 0.705
H -2.084 -0.117 1.380
H -1.218 0.399 2.801
H -1.417 -2.418 3.126
H -2.275 -1.172 4.046
C 6.224 0.199 -0.280
Br 5.585 1.822 0.545
Br 7.243 -0.870 0.949
Br 4.776 -0.786 -1.063
H 6.888 0.489 -1.084
C 5.666 2.778 -3.856
Br 3.995 1.921 -3.427
Br 6.233 4.009 -2.490
Br 7.035 1.484 -4.245
H 5.502 3.356 -4.754
C 0.967 0.336 6.238
Br 1.960 0.624 4.579
Br 2.169 0.249 7.713
Br -0.425 1.635 6.459
H 0.495 -0.632 6.137
C 1.999 5.872 -2.386
Br 3.331 6.804 -3.419
Br 0.713 5.005 -3.511
Br 2.801 4.640 -1.149
H 1.473 6.614 -1.802
C -2.972 0.283 -1.633
Br -4.727 0.790 -2.219
Br -1.882 -0.401 -3.051
Br -2.146 1.780 -0.727
H -3.083 -0.502 -0.896
C 4.932 -1.966 10.431
Br 4.579 -0.106 10.779
Br 3.376 -2.876 9.766
Br 6.424 -2.196 9.239
H 5.199 -2.417 11.376
C -4.302 4.942 -1.165
Br -3.178 5.392 -2.659
Br -4.138 6.229 0.257
Br -6.131 4.697 -1.699
H -3.955 3.995 -0.780
C 1.049 -5.006 3.052
Br 1.987 -5.179 1.385
Br 1.806 -3.599 4.152
Br -0.838 -4.766 2.785
H 1.188 -5.927 3.601
C 0.359 8.604 -5.434
Br -1.078 8.402 -4.172
Br 0.132 7.496 -6.981
Br 0.607 10.446 -5.918
H 1.265 8.280 -4.940
C -6.606 -3.910 -0.405
Br -7.762 -3.603 1.102
Br -7.369 -5.170 -1.635
Br -6.129 -2.261 -1.266
H -5.693 -4.349 -0.025
C 4.246 11.140 -7.269
Br 4.089 9.495 -6.279
Br 6.069 11.491 -7.758
Br 3.084 11.163 -8.801
H 3.930 11.938 -6.612
C -1.497 4.432 -9.193
Br -2.321 4.493 -7.456
Br -1.402 6.167 -10.014
Br 0.242 3.608 -9.129
H -2.125 3.813 -9.818
C -4.531 -8.010 -2.535
Br -6.079 -8.759 -1.691
Br -3.708 -6.653 -1.437
Br -3.239 -9.309 -3.100
H -4.886 -7.516 -3.425
C -2.516 -5.702 -5.773
Br -3.163 -4.093 -4.947
Br -1.126 -6.553 -4.739
Br -3.959 -6.909 -6.177
H -2.088 -5.422 -6.725
C -1.560 11.465 -9.100
Br -3.021 11.258 -7.868
Br -1.779 10.366 -10.665
Br -1.286 13.309 -9.568
H -0.666 11.127 -8.595
C -0.751 -4.078 10.316
Br -0.838 -3.279 12.059
Br -0.140 -2.814 8.992
Br 0.324 -5.666 10.307
H -1.756 -4.366 10.042
C -1.694 -9.234 10.199
Br -0.804 -8.982 8.512
Br -0.439 -9.331 11.651
Br -3.031 -7.883 10.503
H -2.206 -10.184 10.151
C -5.605 -1.942 -8.709
Br -3.816 -1.986 -8.000
Br -5.802 -3.129 -10.206
Br -6.907 -2.298 -7.338
H -5.782 -0.937 -9.067
C -10.102 -1.993 -2.404
Br -11.271 -1.696 -0.907
Br -10.858 -3.247 -3.649
Br -9.615 -0.327 -3.245
H -9.191 -2.433 -2.018
C 7.077 1.173 7.147
Br 6.345 2.657 8.120
Br 5.689 0.144 6.295
Br 8.416 1.730 5.888
H 7.556 0.520 7.864
*
```

HOMO energy: -11.11 eV
Energy: -4270886.836 eV
Energy above the lowest of the compared OMol25 structures with the same formula, charge and spin: 138.7 kJ/mol
LUMO energy: -2.92 eV

No. 3
A cluster of 9 separate species, C27H54O27 in total in a non-equilibrium geometry. Source: OMol25; level of theory: wB97M-V/def2-TZVPD.

Geometry as ORCA input:
```
! wB97M-V def2-TZVPD RIJCOSX def2/J DEFGRID3
* xyz 0 1
C 12.083 -3.666 -13.784
O 12.230 -2.348 -14.296
C 11.975 -2.181 -15.588
O 11.586 -3.037 -16.337
O 12.219 -0.915 -15.898
C 12.031 -0.538 -17.266
H 12.387 -4.457 -14.463
H 11.068 -3.812 -13.416
H 12.748 -3.712 -12.919
H 11.907 -1.419 -17.888
H 12.876 0.069 -17.569
H 11.109 0.043 -17.325
C 8.576 4.365 -22.327
O 9.192 5.606 -21.917
C 9.764 5.572 -20.724
O 9.749 4.627 -19.971
O 10.356 6.742 -20.486
C 11.294 6.774 -19.423
H 7.771 4.089 -21.645
H 9.321 3.578 -22.243
H 8.197 4.565 -23.319
H 11.455 7.819 -19.182
H 12.218 6.273 -19.715
H 10.946 6.276 -18.516
C 12.116 -5.525 -21.990
O 12.189 -6.468 -23.022
C 11.712 -6.102 -24.204
O 11.212 -5.045 -24.467
O 11.847 -7.121 -25.036
C 11.557 -6.824 -26.414
H 11.093 -5.387 -21.621
H 12.414 -4.523 -22.307
H 12.740 -5.851 -21.167
H 12.120 -7.516 -27.029
H 11.827 -5.792 -26.624
H 10.490 -6.949 -26.596
C 6.341 1.668 -18.194
O 6.910 1.479 -16.911
C 6.036 1.211 -15.940
O 4.900 1.604 -15.894
O 6.671 0.492 -15.029
C 6.045 0.329 -13.768
H 5.492 2.348 -18.179
H 6.017 0.703 -18.602
H 7.086 2.004 -18.905
H 5.034 0.703 -13.641
H 6.655 0.840 -13.016
H 6.102 -0.729 -13.526
C 4.898 -2.523 -21.122
O 6.295 -2.335 -21.144
C 6.901 -2.745 -22.257
O 6.419 -3.421 -23.121
O 8.180 -2.439 -22.161
C 9.086 -2.931 -23.165
H 4.629 -3.583 -21.092
H 4.374 -2.106 -21.985
H 4.497 -2.052 -20.229
H 8.806 -2.664 -24.176
H 9.201 -4.001 -22.991
H 10.035 -2.496 -22.854
C 8.712 0.797 -23.302
O 7.465 0.175 -23.571
C 6.376 0.935 -23.463
O 6.331 2.114 -23.245
O 5.323 0.157 -23.684
C 4.084 0.840 -23.787
H 9.038 1.317 -24.214
H 9.484 0.054 -23.125
H 8.692 1.540 -22.514
H 4.157 1.636 -24.529
H 3.804 1.283 -22.832
H 3.339 0.120 -24.105
C 9.711 1.620 -19.499
O 8.994 0.379 -19.379
C 9.640 -0.725 -19.733
O 10.698 -0.747 -20.321
O 8.934 -1.767 -19.348
C 9.587 -3.014 -19.359
H 9.373 2.119 -20.405
H 10.788 1.505 -19.531
H 9.382 2.226 -18.660
H 9.615 -3.534 -20.317
H 9.081 -3.717 -18.697
H 10.584 -2.903 -18.932
C 7.412 -5.443 -18.834
O 7.186 -6.569 -17.987
C 6.011 -6.595 -17.354
O 5.254 -5.669 -17.231
O 5.829 -7.822 -16.870
C 4.641 -7.983 -16.098
H 8.045 -4.706 -18.342
H 6.553 -4.881 -19.202
H 7.895 -5.863 -19.718
H 4.647 -8.999 -15.714
H 3.743 -7.821 -16.688
H 4.665 -7.297 -15.251
C 4.273 -1.821 -17.489
O 5.592 -2.338 -17.628
C 6.347 -2.327 -16.539
O 5.955 -2.328 -15.399
O 7.620 -2.441 -16.906
C 8.588 -2.602 -15.861
H 4.253 -0.813 -17.912
H 3.954 -1.825 -16.452
H 3.615 -2.426 -18.108
H 8.216 -3.301 -15.118
H 8.825 -1.629 -15.429
H 9.483 -2.970 -16.358
*
```

HOMO energy: -10.53 eV
SMILES: COC(=O)OC.COC(=O)OC.COC(=O)OC.COC(=O)OC.COC(=O)OC.COC(=O)OC.COC(=O)OC.COC(=O)OC.COC(=O)OC
Energy: -84156.721 eV
Energy above the lowest of the compared OMol25 structures with the same formula, charge and spin: 70.1 kJ/mol
LUMO energy: 0.57 eV

No. 4
The molecule C3H5N3 in a non-equilibrium geometry. Source: OMol25; level of theory: wB97M-V/def2-TZVPD.

Geometry as ORCA input:
```
! wB97M-V def2-TZVPD RIJCOSX def2/J DEFGRID3
* xyz 0 1
H -0.301 -2.234 1.460
N -0.393 -2.008 0.473
C -0.176 -0.779 0.215
C 0.223 0.506 0.976
N 0.661 1.480 -0.045
C 0.204 1.013 -1.137
N -0.242 -0.295 -1.088
H -0.527 1.289 1.159
H 0.842 0.356 1.869
H 0.108 1.614 -2.032
H -0.418 -0.885 -1.884
*
```

HOMO energy: -8.88 eV
SMILES: [H]/N=C1\CN=CN1
Energy: -7661.242 eV
Energy above the lowest of the compared OMol25 structures with the same formula, charge and spin: 117.1 kJ/mol
LUMO energy: 0.96 eV

No. 5
A cluster of 2 separate species, C10H16 in total in a non-equilibrium geometry. Source: OMol25; level of theory: wB97M-V/def2-TZVPD.

Geometry as ORCA input:
```
! wB97M-V def2-TZVPD RIJCOSX def2/J DEFGRID3
* xyz -1 2
C -0.981 0.970 -1.771
C 0.166 1.355 -2.655
C -2.368 1.599 -1.995
H -0.666 1.044 -0.728
H -1.181 -0.114 -1.727
H 0.375 2.424 -2.773
H 1.110 0.860 -2.356
H -2.904 0.959 -2.705
H -2.314 2.579 -2.495
H 0.044 0.922 -3.656
H -2.744 1.775 -1.003
C 2.391 -1.002 0.111
C 0.695 0.316 1.565
C 1.224 -0.883 1.054
C -0.340 0.234 2.511
C 0.866 -2.097 1.682
C -0.787 -0.982 2.988
C -0.168 -2.223 2.583
H 0.984 1.240 1.078
H -0.854 1.168 2.779
H 2.226 -1.066 -0.946
H 3.161 -1.715 0.411
H 1.333 -3.045 1.371
H -1.735 -1.078 3.517
H -0.553 -3.189 2.885
H 3.022 -0.053 0.276
*
```

HOMO energy (spin up / spin down): 1.03 / -4.02 eV
Energy: -10627.446 eV
Energy above the lowest of the compared OMol25 structures with the same formula, charge and spin: 83.4 kJ/mol
LUMO energy (spin up / spin down): 3.58 / 3.45 eV
⟨S²⟩: 0.76